Below is the molecule C9H7F2NO3 at a distorted geometry, with properties calculated with the ωB97M-V functional and the def2-TZVPD basis.

XYZ file:
```
22
Properties=species:S:1:pos:R:3:forces:R:3:lowdin_charge:R:1
C 2.9635 -0.8143 0.1751 0.20 0.18 0.01 -0.0320
C 3.1371 0.5585 0.2610 1.93 0.18 0.28 -0.1103
C 1.6968 -1.3375 0.0015 -0.04 -1.83 -0.24 -0.0462
C 2.0504 1.4060 0.1727 -0.55 1.82 0.02 -0.0225
C 0.5947 -0.4968 -0.0899 -2.79 -0.74 -0.16 -0.1169
C 0.7751 0.8801 -0.0001 -0.73 1.66 0.02 -0.1572
C -0.7946 -1.0526 -0.2585 0.53 0.65 -0.35 -0.2410
C -1.8137 -0.0676 0.3194 0.97 0.24 -0.01 -0.0693
C -1.5410 1.3179 -0.2868 -1.51 -0.60 -0.53 -0.2960
N -3.1950 -0.4817 -0.0605 0.50 0.30 0.09 -0.3696
O -3.9727 -0.6983 0.8246 -0.50 -0.18 0.51 0.1289
O -3.4073 -0.5618 -1.2456 -0.30 -0.10 -0.69 0.0997
O -0.2566 1.7813 -0.0838 2.05 -1.10 0.34 0.1361
F -0.9164 -2.2560 0.3948 -0.15 -0.47 0.34 0.0316
F -2.3653 2.2229 0.3149 0.08 0.06 0.09 0.0830
H 3.8121 -1.4758 0.2445 0.14 -0.09 0.01 0.1219
H 4.1238 0.9720 0.3990 0.04 -0.01 0.00 0.0967
H 1.5435 -2.4038 -0.0569 0.03 -0.03 0.04 0.1102
H 2.1596 2.4759 0.2391 -0.03 0.11 -0.03 0.1173
H -1.0317 -1.2541 -1.3158 -0.09 -0.01 0.16 0.1657
H -1.7566 -0.0334 1.4129 -0.08 -0.03 -0.27 0.1868
H -1.8058 1.3192 -1.3615 0.32 0.00 0.37 0.1833
```
Positions in Å, forces in eV/Å.

Orbital gap (alpha / beta): 4.9 / 5.9 eV
Largest force on an atom: 2.89 eV Å⁻¹
Energy above the lowest of the compared OMol25 structures with the same formula, charge and spin: 0.0 kcal/mol
Multiplicity: 3

---

Below is a 11-piece molecular cluster, C26H54F3N3O26S3 overall at a distorted geometry, with properties calculated with the ωB97M-V functional and the def2-TZVPD basis.

XYZ file:
```
115
Properties=species:S:1:pos:R:3:forces:R:3:lowdin_charge:R:1
N 5.8759 2.1879 1.3602 0.35 0.15 -1.01 0.3575
H 5.5411 1.2375 1.4293 -0.66 -0.60 0.38 0.1501
H 5.6769 2.5096 0.4238 -0.50 0.09 -0.49 0.1419
H 6.8848 2.1921 1.4075 0.53 0.09 0.66 0.1560
H 5.4356 2.8369 1.9966 -0.18 0.04 0.69 0.1643
N 2.9037 2.3673 -3.5960 0.15 -0.44 0.81 0.3519
H 2.9045 1.5392 -3.0179 -0.45 -1.18 0.73 0.1165
H 3.4387 3.0044 -3.0233 0.24 0.80 -0.22 0.1491
H 1.9454 2.6801 -3.6590 -0.60 0.33 -0.27 0.1622
H 3.3301 2.1430 -4.4837 0.02 0.38 -0.42 0.1520
N 5.8689 -2.3553 -3.6381 1.50 0.73 1.85 0.3544
H 6.7386 -1.8429 -3.6710 0.79 0.19 -0.95 0.1549
H 5.2595 -2.0821 -4.3957 -0.47 -0.57 -0.16 0.1640
H 5.6034 -2.0518 -2.7121 -1.60 0.46 0.52 0.1557
H 6.1300 -3.3080 -3.4274 -0.33 -1.10 -1.04 0.1658
C 1.5991 -0.1654 0.2584 2.40 0.71 -1.83 -0.4114
O 0.5217 0.6162 -0.3547 1.47 -1.60 -0.13 -0.1313
O 2.7879 -0.0452 -0.5482 -1.44 1.21 1.45 -0.3656
C 1.6763 0.2935 1.7506 0.11 -0.05 -0.41 -0.6077
F 1.5236 1.5859 1.9625 0.17 1.49 -0.30 0.1440
F 0.7498 -0.2709 2.5488 -0.22 -0.66 -0.36 0.1278
F 2.8671 -0.0369 2.2787 0.74 -0.26 0.21 0.1000
C -0.8121 0.1700 -0.2491 -1.48 2.84 0.11 -0.2381
C -1.6863 1.3792 -0.7773 0.62 -0.39 -0.08 -0.0694
H -1.4144 2.2921 -0.2474 -0.07 -0.13 0.35 0.0649
H -1.5261 1.6456 -1.8221 0.18 -0.44 -0.24 0.0551
H -2.7551 1.1960 -0.6672 0.05 -0.13 0.18 0.0695
H -1.0631 0.2126 0.8107 -0.24 -1.13 0.10 0.1083
H -1.1089 -0.7169 -0.8088 0.53 -0.34 0.31 0.1197
H 1.6155 -1.2484 0.3812 -1.76 -0.43 -0.28 0.1399
C -3.8613 5.1032 2.8014 0.88 0.43 0.11 -0.0123
C -4.8138 5.7129 1.7282 3.80 -2.63 1.33 -0.3197
C -5.7883 4.7353 1.1125 1.30 -1.06 -0.39 -0.1336
O -7.0340 5.2845 1.3750 -0.01 1.31 -0.04 0.0953
C -6.7553 6.5468 1.8545 -7.61 2.40 -1.07 -0.5923
O -7.5940 7.4328 1.8956 0.96 -1.82 -0.04 0.1425
O -5.5813 6.7284 2.2371 3.62 0.83 1.36 0.1693
H -3.2171 4.2853 2.4786 -0.72 -0.56 -0.74 0.0738
H -4.2590 4.7985 3.7694 -0.59 0.16 -0.23 0.0896
H -3.0285 5.7744 3.0110 -0.38 0.79 0.24 0.0746
H -4.1244 6.0727 0.9644 -0.25 0.46 -0.13 0.1466
H -5.7495 3.7147 1.4933 0.13 0.10 0.14 0.1383
H -5.4441 4.7416 0.0783 -1.10 -0.40 -0.55 0.1311
C -3.6340 -7.6919 -3.5977 0.44 1.09 -0.99 -0.0008
C -3.1500 -6.5110 -4.5860 0.47 -1.53 1.93 -0.2880
C -4.2406 -5.8283 -5.3206 -0.92 -1.94 -1.83 -0.1344
O -4.0151 -4.4599 -5.2739 -0.55 0.88 -0.89 0.0982
C -3.0167 -4.1752 -4.4746 -0.78 2.13 3.66 -0.4956
O -2.8119 -3.0177 -4.0676 0.69 -3.86 -1.52 0.0997
O -2.5892 -5.3716 -3.9005 1.38 0.99 0.03 0.0579
H -4.1253 -8.4737 -4.1770 -0.66 0.47 -0.39 0.0810
H -4.2876 -7.2937 -2.8216 0.01 -0.14 -0.05 0.0859
H -2.8583 -8.3306 -3.1750 0.57 0.82 0.30 0.0687
H -2.4332 -6.9982 -5.2471 0.40 0.50 -0.05 0.1392
H -5.1820 -6.1749 -4.8943 -0.39 0.78 -0.18 0.1438
H -4.1568 -6.1032 -6.3721 -0.62 -0.18 -0.03 0.1437
C -1.4414 -1.1908 7.8252 -0.25 -0.50 -0.07 -0.0263
C -0.3352 -0.4140 8.5148 0.32 -0.92 0.30 -0.2769
C 0.5866 0.4631 7.5975 -1.09 -0.03 1.45 -0.0861
O 0.3859 1.7180 8.2462 -0.66 1.81 -1.38 0.0241
C -0.8020 1.7500 8.9982 3.20 0.64 0.85 -0.5825
O -1.2823 2.6774 9.5441 -0.40 1.21 -0.88 0.1921
O -1.0057 0.5351 9.3558 -1.40 -2.92 0.15 0.0928
H -2.0564 -1.8662 8.4199 0.24 0.45 0.98 0.0850
H -1.1278 -1.9295 7.0876 0.42 0.69 -0.66 0.0832
H -2.1390 -0.4274 7.4807 0.01 -0.26 -0.71 0.0972
H 0.2739 -0.9975 9.2051 -0.06 -0.26 -0.16 0.1512
H 0.2591 0.4153 6.5590 -0.15 0.42 -0.06 0.1206
H 1.6586 0.2709 7.6427 -0.18 -0.33 0.16 0.1259
C 3.4208 -4.2787 5.4461 0.66 -0.60 -0.06 -0.0207
C 4.9268 -4.5996 5.4824 0.12 -1.22 0.42 -0.3036
C 5.3957 -6.0976 5.1631 -3.55 -0.50 1.97 -0.0881
O 6.1399 -6.0845 4.0076 0.81 -0.24 -0.87 0.1009
C 6.2005 -4.8632 3.5277 1.87 2.20 0.06 -0.5151
O 6.8806 -4.5028 2.5848 -1.83 -0.52 1.30 0.1177
O 5.5797 -3.9923 4.4167 0.98 1.20 -2.40 0.0467
H 2.9167 -4.7354 6.2978 -0.06 -0.51 -0.24 0.0869
H 3.0531 -4.6153 4.4767 -0.49 0.01 0.19 0.0889
H 3.2125 -3.2192 5.5951 0.42 0.13 -0.37 0.0788
H 5.2828 -4.1877 6.4267 0.61 -0.22 -0.06 0.1445
H 4.4634 -6.6087 4.9229 -0.18 -0.28 -0.04 0.1254
H 5.8134 -6.7249 5.9505 0.63 0.61 0.00 0.1387
C -1.6985 8.9879 -1.6638 -0.03 0.00 -1.33 -0.1446
C -0.3190 9.5898 -1.4063 -0.43 1.13 1.10 -0.2105
O 0.5977 8.5778 -1.6111 1.05 -3.70 0.02 -0.2049
S -0.0305 7.1491 -1.0315 -1.94 1.90 -0.58 0.7261
O 0.0506 7.1221 0.4275 0.43 -0.52 -2.82 -0.2408
O 0.3175 6.0975 -1.9609 0.37 0.87 1.91 -0.2610
O -1.5748 7.5725 -1.4458 1.25 -0.58 1.04 -0.2124
H -1.9003 9.0770 -2.7312 -0.15 0.06 -0.05 0.1293
H -2.5572 9.4084 -1.1406 0.39 -0.11 0.42 0.1386
H -0.1622 9.8866 -0.3693 -0.46 0.64 0.01 0.1312
H -0.0179 10.3589 -2.1175 -0.45 0.22 0.26 0.1444
C -3.8900 2.8181 -7.0990 0.99 -2.69 -1.89 -0.2685
C -4.7291 3.3177 -6.0121 -0.36 -1.11 2.62 -0.2113
O -4.3647 4.6330 -5.7006 1.83 2.69 -1.29 -0.1886
S -2.8460 5.0248 -6.4149 -1.51 -0.73 0.16 0.8154
O -1.7459 4.6775 -5.4846 -2.58 0.60 -2.31 -0.2814
O -2.9357 6.3360 -7.0406 0.45 -2.67 1.32 -0.2293
O -3.1354 3.8304 -7.5837 3.23 4.68 0.48 -0.1905
H -4.3087 2.4869 -8.0493 -1.10 -0.42 0.49 0.1473
H -3.2218 2.0148 -6.7886 -0.10 -0.26 0.35 0.1305
H -4.3982 2.8600 -5.0799 -0.67 -1.09 -0.11 0.1310
H -5.7798 3.0956 -6.1988 -0.13 0.95 0.21 0.1453
C 2.8134 -6.6858 -3.4957 1.13 -2.93 -0.74 -0.1511
C 1.8647 -7.8304 -2.9972 0.55 0.15 -0.42 -0.1689
O 1.8818 -7.7565 -1.5964 0.33 1.63 1.69 -0.2165
S 3.2841 -7.1119 -0.9413 -2.20 -2.21 1.15 0.7775
O 3.8761 -8.3123 -0.3086 -0.18 3.33 -2.18 -0.2409
O 3.0136 -5.9670 -0.0703 0.69 -1.76 -2.31 -0.2559
O 3.8156 -6.6497 -2.4703 0.41 0.81 2.74 -0.2502
H 2.4787 -5.7627 -3.9689 -0.44 0.33 1.19 0.1219
H 3.4780 -7.1450 -4.2274 -0.63 -0.02 -0.83 0.1213
H 2.2736 -8.8197 -3.2029 0.34 0.15 -0.63 0.1316
H 0.8496 -7.8424 -3.3941 -0.02 0.55 0.32 0.1304
```
Positions in Å, forces in eV/Å.

Orbital gap: 5.0 eV
Largest force on an atom: 8.06 eV Å⁻¹
Energy above the lowest of the compared OMol25 structures with the same formula, charge and spin: 264.6 kcal/mol
Multiplicity: 1
Charge: +2